## P
Formula: C3H3BrO2
Source: the OMol25 dataset
Level of theory: the ωB97M-V functional and the def2-TZVPD basis

Geometry (Å):
1 C 1.0314 1.0880 0.1305
2 C -1.0111 -1.1114 -0.8995
3 C 0.4893 0.5015 1.1341
4 O -0.0759 -1.2242 -1.6363
5 O -0.9653 -0.7786 0.3138
6 Br 0.2106 0.2511 2.8278
7 H 1.7435 1.8516 0.1051
8 H 0.6203 0.8593 -0.8354
9 H -2.0428 -1.4373 -1.1400

The calculation puts the HOMO-LUMO gap at 8.7 eV. The spin multiplicity is 1.

---

## Q
Formula: C3H3BrO2
Source: the OMol25 dataset
Level of theory: the ωB97M-V functional and the def2-TZVPD basis

Geometry (Å):
1 C 1.0479 -0.5522 1.4922
2 C -1.1716 -0.0619 -0.8231
3 C 0.2110 0.3014 -0.4187
4 O 0.5448 -1.4037 2.0980
5 O -0.8939 1.0184 0.0449
6 Br 1.4566 1.1881 -1.6412
7 H 1.8377 0.1645 1.6453
8 H -1.2917 0.2732 -1.9148
9 H -1.7409 -0.9279 -0.4826

The calculation puts the HOMO-LUMO gap at 9.0 eV. The spin multiplicity is 1.

---

The calculated energies rank the structures as follows, beginning with the most stable: P, Q.

---

## P
Formula: C3H4BrF3O
Source: the OMol25 dataset
Level of theory: the ωB97M-V functional and the def2-TZVPD basis

Geometry (Å):
1 O -1.6470 0.1210 0.3506
2 C -0.4000 0.3719 0.8239
3 Br -0.2575 1.6319 2.3144
4 C 0.7609 0.7913 -0.2826
5 F 0.4040 1.7666 -1.1339
6 C 1.0937 -0.6180 -1.1546
7 F 2.3267 -0.5207 -1.6509
8 F 0.9907 -1.7002 -0.3941
9 H -2.0914 1.0563 0.2318
10 H -0.0385 -0.6138 1.2717
11 H 1.5814 1.1688 0.3498
12 H 0.3828 -0.6487 -1.9990

The calculation puts the HOMO-LUMO gap at 11.0 eV. The spin multiplicity is 1. Its SMILES is O[C@H](Br)[C@H](F)C(F)F.

---

## Q
Formula: C3H4BrF3O
Source: the OMol25 dataset
Level of theory: the ωB97M-V functional and the def2-TZVPD basis

Geometry (Å):
1 O -0.9714 -0.7388 -1.0462
2 C -0.1431 -0.1863 0.0210
3 C 1.2581 -0.4973 -0.4614
4 F 2.2619 0.0530 0.2400
5 F 1.4857 -1.8639 -0.4660
6 C -0.7546 1.1106 0.6093
7 F -0.7052 2.1530 -0.4409
8 Br -2.5083 0.9035 1.3070
9 H -1.3273 -1.5712 -0.7134
10 H -0.1561 -0.7748 0.9692
11 H 1.5942 -0.0722 -1.4096
12 H -0.0337 1.4843 1.3910

The calculation puts the HOMO-LUMO gap at 11.7 eV. The spin multiplicity is 1. Its SMILES is O[C@@H](C(F)F)[C@@H](F)Br.

---

The calculated energies rank the structures as follows, beginning with the most stable: P, Q.

---

## P
Formula: C8H14N2O6
Source: the OMol25 dataset
Level of theory: the ωB97M-V functional and the def2-TZVPD basis

Geometry (Å):
1 C -1.8740 -3.1388 -1.5322
2 C -1.9865 -1.8514 -0.7636
3 O -2.0324 -2.2947 0.6130
4 C -1.0755 -0.6518 -0.8222
5 N -0.7273 -0.2213 -2.1276
6 C 0.1362 -1.1376 -0.0609
7 O 0.3887 -2.3135 0.1371
8 N 0.9992 -0.2028 0.4255
9 C 0.9563 1.2290 0.2148
10 C 0.1196 2.1541 1.1838
11 C 0.9360 2.2872 2.4149
12 O 1.9292 1.6089 2.6320
13 O 0.5007 3.0150 3.4941
14 C 2.3024 1.8858 -0.2578
15 O 2.3530 3.0902 -0.4086
16 O 3.2946 1.0132 -0.4688
17 H -1.7009 -3.0106 -2.5896
18 H -2.6565 -3.9714 -1.5546
19 H -0.9750 -3.5442 -1.1260
20 H -2.9928 -1.5171 -0.8297
21 H -1.3522 -2.9572 0.7068
22 H -1.4638 0.1896 -0.2049
23 H 0.2608 -0.1922 -2.4853
24 H -1.3461 0.4741 -2.4489
25 H 1.5994 -0.5786 1.1923
26 H 0.3305 1.3888 -0.7518
27 H -0.8709 1.6801 1.5250
28 H -0.1499 3.1229 0.7254
29 H 1.2624 2.7667 4.0788
30 H 3.8346 1.6779 -0.9107

The calculation puts the HOMO-LUMO gap at 9.7 eV. The spin multiplicity is 1. Its SMILES is C[C@@H](O)[C@H](N)C(=O)N[C@@H](CC(=O)O)C(=O)O.

---

## Q
Formula: C8H14N2O6
Source: the OMol25 dataset
Level of theory: the ωB97M-V functional and the def2-TZVPD basis

Geometry (Å):
1 C 2.0594 0.4344 -0.8533
2 C 0.7270 -0.1502 -0.9291
3 C 3.0567 -0.5144 0.0573
4 C 2.6998 -0.4703 1.5808
5 C -1.6218 0.5222 -0.5131
6 C -2.3642 1.6505 -0.0762
7 C -1.9981 -0.6758 0.3203
8 C -3.3497 -1.3273 -0.1793
9 H 2.4739 1.6143 0.9505
10 H 2.6262 2.5771 -1.0006
11 H 2.3963 0.5450 -1.9694
12 H 4.0417 -0.0952 -0.2153
13 H 2.1929 -2.0774 -0.7563
14 H 1.4900 -0.4952 1.9913
15 H 3.2921 0.4559 2.3535
16 H 3.2946 -1.5234 1.8613
17 H 0.2753 1.7360 -0.3763
18 H -1.9981 0.1892 -1.5225
19 H -1.9024 -0.3160 1.3798
20 H -1.3941 -1.5172 -0.0292
21 H -4.2714 -2.7974 0.4107
22 H -4.0354 2.0495 0.7036
23 N 1.9840 1.8241 -0.2138
24 N -0.2098 0.7011 -0.4508
25 O 0.4714 -1.1845 -1.5144
26 O 3.1595 -1.7086 -0.6465
27 O -1.9473 2.8938 -0.1716
28 O -4.0610 -1.0716 -1.1367
29 O -3.4168 -2.5033 0.6692
30 O -3.6708 1.2347 0.2761

The calculation puts the HOMO-LUMO gap at 9.7 eV. The spin multiplicity is 1.

---

The calculated energies rank the structures as follows, beginning with the most stable: P, Q.